1.
This record from OMol25 describes one molecule with the formula C4H7NO in a non-equilibrium geometry. The level of theory is ωB97M-V with the def2-TZVPD basis set.

SMILES string: C[C@@]1(O)C=NC1
E_HOMO: -0.3400 Eh
M: 85.11 u
Calculated total energy: -286.50218 a.u.
Frontier orbital gap: 9.99 eV
Total charge: 0

Each line ends with the Mulliken charge.
Geometry (Å):
C  1.136  -0.627  -0.602  -0.47
C  -0.876  -0.801  -1.137  -0.62
C  0.091  0.376  -0.144  0.87
C  -0.030  0.245  1.346  -1.22
N  0.455  -1.581  -1.144  -0.52
O  0.285  1.653  -0.581  -0.49
H  2.159  -0.683  -0.410  0.49
H  -1.655  -1.364  -0.655  0.36
H  -1.162  -0.078  -1.943  0.29
H  -0.606  1.096  1.632  0.34
H  0.903  0.355  1.888  0.33
H  -0.339  -0.783  1.744  0.30
H  -0.361  2.192  0.006  0.35



2.
This record from OMol25 describes C30H22AgF5N6O2Se2Te as an isolated structure in a non-equilibrium geometry. The level of theory is ωB97M-V with the def2-TZVPD basis set.

E_HOMO: -0.2897 Eh
M: 986.92 u
Calculated total energy: -7352.71049 a.u.
Frontier orbital gap: 7.71 eV
Total charge: 0

Each line ends with the Mulliken charge.
Geometry (Å):
Ag  1.305  2.210  -2.445  0.96
C  -4.394  -5.361  8.039  -0.85
O  -4.377  -5.653  6.654  -0.46
C  -3.696  -4.810  5.841  0.95
C  -3.762  -5.090  4.475  -0.53
C  -3.094  -4.297  3.570  -0.57
C  -2.344  -3.199  4.000  0.07
C  -2.284  -2.930  5.360  -0.82
C  -2.954  -3.722  6.283  -0.51
C  -1.643  -2.380  3.008  0.36
N  -1.431  -2.723  1.760  -0.81
C  -0.754  -1.667  1.204  0.96
C  -0.553  -0.672  2.127  0.12
N  -1.125  -1.141  3.284  -0.10
C  0.124  0.548  1.828  0.36
C  0.328  1.590  2.741  -0.67
C  0.982  2.722  2.328  -1.18
C  1.416  2.796  1.002  -0.15
N  1.247  1.824  0.130  0.45
C  0.609  0.708  0.514  -0.21
C  0.412  -0.350  -0.483  0.14
N  0.903  -0.161  -1.722  0.11
C  0.723  -1.103  -2.625  -0.42
C  0.026  -2.290  -2.378  -1.20
C  -0.478  -2.504  -1.122  -0.64
C  -0.277  -1.527  -0.139  0.34
H  -5.039  -6.105  8.496  0.24
H  -4.800  -4.365  8.230  0.35
H  -3.394  -5.433  8.473  0.34
H  -4.351  -5.938  4.152  0.42
H  -3.139  -4.509  2.510  0.46
H  -1.690  -2.103  5.732  0.25
H  -2.879  -3.486  7.335  0.39
H  -1.226  -0.645  4.151  0.21
H  -0.039  1.505  3.757  0.39
H  1.148  3.554  2.998  0.42
H  1.881  3.700  0.634  0.28
H  1.160  -0.911  -3.599  0.56
H  -0.109  -3.013  -3.172  0.45
H  -1.022  -3.401  -0.858  0.56
Se  3.889  0.755  -4.306  -0.07
Se  3.029  2.643  -5.324  -0.06
C  1.244  2.010  -5.694  0.13
C  0.685  2.328  -6.922  -0.72
C  -0.600  1.883  -7.185  -0.31
C  -1.259  1.128  -6.228  -0.95
C  -0.611  0.868  -5.033  -0.07
N  0.618  1.306  -4.763  0.42
C  4.503  1.591  -2.676  0.42
C  5.742  1.228  -2.165  -0.65
C  6.217  1.910  -1.058  -0.31
C  5.462  2.944  -0.526  -0.70
C  4.234  3.221  -1.100  -0.58
N  3.751  2.540  -2.137  0.05
H  1.242  2.913  -7.641  0.40
H  -1.075  2.113  -8.130  0.40
H  -2.259  0.755  -6.397  0.41
H  -1.102  0.309  -4.246  0.39
H  6.321  0.448  -2.642  0.38
H  7.182  1.658  -0.637  0.40
H  5.821  3.523  0.314  0.42
H  3.602  4.018  -0.727  0.60
F  -2.194  4.115  -0.863  -0.43
Te  -1.014  4.057  -2.312  1.99
F  -0.228  3.929  -4.029  -0.45
F  -1.295  5.874  -2.643  -0.42
F  -2.588  3.872  -3.322  -0.41
F  -1.228  2.150  -2.258  -0.50
O  0.503  4.243  -1.423  -0.78



3.
This record from OMol25 describes a 5-piece molecular cluster, C36H87BrClN4O7P2SSi overall in a non-equilibrium geometry. The level of theory is ωB97M-V with the def2-TZVPD basis set.

E_HOMO: -0.1455 Eh
M: 925.57 u
Calculated total energy: -6573.99936 a.u.
Frontier orbital gap: 6.04 eV
Total charge: -1

Each line ends with the Mulliken charge.
Geometry (Å):
C  3.759  3.150  -0.888  -0.59
C  3.553  1.762  -1.135  -0.87
C  2.270  1.101  -1.676  -0.34
C  0.979  1.390  -0.832  0.31
C  1.405  1.220  0.674  -1.42
C  2.125  -0.163  0.959  0.57
C  2.107  -0.591  2.466  -1.50
C  2.026  -2.182  2.499  0.69
C  3.374  -2.805  1.981  -0.76
C  3.339  -3.201  0.452  -0.54
O  0.807  2.811  -0.974  0.31
P  -0.591  3.327  -1.868  -0.69
S  0.357  3.097  -3.856  -0.45
Br  0.356  5.488  -1.966  -0.45
P  -1.634  3.847  0.021  0.25
C  -1.809  5.719  0.268  -1.25
O  -0.683  3.396  1.407  -0.42
Si  -2.461  3.812  -3.109  1.37
C  -4.024  4.113  -2.006  -1.20
C  -2.215  5.256  -4.328  -1.22
C  -2.967  2.294  -4.188  -0.81
O  -1.155  1.710  -1.990  -0.17
C  -0.396  0.678  -1.300  0.73
C  -0.085  -0.283  -2.500  -0.15
C  -1.323  -1.008  -3.137  -1.56
C  -1.436  0.292  -0.178  0.09
Cl  -3.183  0.343  -0.772  -0.21
C  -1.194  -0.989  0.671  0.16
C  -0.916  -2.319  -0.093  -0.89
H  3.643  3.491  0.172  0.06
H  4.086  3.912  -1.620  0.24
H  4.430  1.088  -0.953  0.31
H  2.439  -0.007  -1.688  -0.08
H  2.171  1.378  -2.758  0.75
H  0.533  1.243  1.371  0.41
H  2.057  2.054  1.018  0.33
H  1.536  -0.921  0.380  -0.38
H  3.159  -0.200  0.564  0.51
H  1.221  -0.233  3.032  0.38
H  3.059  -0.346  2.991  0.61
H  1.713  -2.556  3.497  0.16
H  1.213  -2.484  1.791  -0.50
H  3.656  -3.726  2.545  0.34
H  4.156  -2.018  2.105  0.26
H  2.295  -3.432  0.132  -0.05
H  4.064  -3.993  0.180  0.45
H  3.629  -2.302  -0.145  0.12
H  1.554  3.760  -3.878  0.12
H  -0.889  6.193  0.667  0.32
H  -2.585  5.821  1.078  0.42
H  -2.233  6.232  -0.616  0.27
H  -1.168  3.686  2.185  0.29
H  -4.880  4.116  -2.743  0.35
H  -4.037  5.115  -1.531  0.29
H  -4.224  3.276  -1.314  0.27
H  -1.877  6.210  -3.877  0.31
H  -1.589  4.951  -5.196  0.28
H  -3.229  5.472  -4.773  0.33
H  -3.557  1.620  -3.515  0.15
H  -2.098  1.699  -4.532  0.22
H  -3.608  2.578  -5.052  0.42
H  0.355  0.320  -3.327  0.68
H  0.699  -1.049  -2.266  0.00
H  -1.562  -1.993  -2.691  0.16
H  -1.037  -1.222  -4.201  0.43
H  -2.216  -0.353  -3.220  0.07
H  -1.399  1.139  0.551  0.17
H  -2.142  -1.163  1.244  0.71
H  -0.424  -0.867  1.470  -0.74
H  -1.833  -2.586  -0.663  0.36
H  0.011  -2.334  -0.698  -0.28
H  -0.807  -3.123  0.682  0.49
C  6.060  8.649  0.909  -1.38
C  6.942  7.406  1.001  0.31
C  6.182  6.083  0.795  -0.53
O  5.385  5.677  1.895  -0.42
C  4.143  6.354  2.010  -0.73
N  7.656  7.426  2.284  -0.76
H  5.482  8.822  1.816  0.30
H  6.677  9.537  0.755  0.35
H  5.367  8.577  0.068  0.34
H  7.684  7.478  0.200  0.41
H  6.924  5.289  0.667  0.32
H  5.586  6.100  -0.125  0.32
H  3.706  6.577  1.033  0.32
H  4.262  7.270  2.592  0.28
H  3.457  5.706  2.557  0.28
H  8.328  6.664  2.296  0.27
H  6.986  7.170  3.006  0.33
C  1.187  -5.685  -5.819  -1.44
C  2.202  -4.554  -5.677  0.31
C  2.826  -4.446  -4.273  -0.84
O  1.974  -3.893  -3.285  -0.05
C  1.003  -4.784  -2.768  -0.61
N  1.567  -3.296  -6.086  -0.72
H  0.217  -5.436  -5.391  0.30
H  1.018  -5.906  -6.875  0.34
H  1.549  -6.600  -5.342  0.34
H  3.019  -4.764  -6.376  0.48
H  3.676  -3.760  -4.338  0.30
H  3.229  -5.410  -3.937  0.43
H  1.383  -5.807  -2.688  0.38
H  0.102  -4.758  -3.384  0.20
H  0.726  -4.438  -1.771  0.01
H  2.272  -2.563  -6.105  0.29
H  0.941  -3.011  -5.335  0.25
C  -6.294  -4.800  -0.035  -1.58
C  -5.271  -3.673  0.087  0.41
C  -4.636  -3.547  1.479  0.59
O  -5.476  -2.973  2.472  -0.45
C  -6.441  -3.855  3.014  -0.78
N  -5.891  -2.413  -0.328  -0.69
H  -7.260  -4.540  0.398  0.32
H  -6.473  -5.031  -1.087  0.38
H  -5.934  -5.712  0.450  0.32
H  -4.462  -3.896  -0.616  0.37
H  -3.784  -2.866  1.392  -0.86
H  -4.231  -4.507  1.828  0.53
H  -6.058  -4.877  3.101  0.31
H  -7.351  -3.841  2.411  0.30
H  -6.704  -3.495  4.010  0.30
H  -5.165  -1.698  -0.352  0.16
H  -6.506  -2.114  0.426  0.38
C  -1.096  -2.880  4.521  -1.64
C  -2.487  -3.498  4.583  1.69
C  -3.310  -3.079  5.813  -0.79
O  -2.920  -3.695  7.033  -0.46
C  -1.764  -3.138  7.633  -0.63
N  -2.364  -4.959  4.492  -0.71
H  -0.382  -3.373  5.180  0.31
H  -0.699  -2.962  3.507  0.18
H  -1.126  -1.818  4.781  0.35
H  -3.026  -3.149  3.697  -0.36
H  -4.344  -3.396  5.647  0.17
H  -3.335  -1.988  5.925  0.45
H  -1.710  -2.055  7.490  0.28
H  -0.864  -3.618  7.245  0.24
H  -1.809  -3.345  8.704  0.27
H  -3.294  -5.361  4.411  0.28
H  -2.033  -5.292  5.394  0.35



4.
This record from OMol25 describes C8H9BrO as an isolated structure in a non-equilibrium geometry. The level of theory is ωB97M-V with the def2-TZVPD basis set.

2S+1: 3
E_HOMO (spin up / spin down): -0.2354 / -0.3484 Eh
M: 201.06 u
Calculated total energy: -2959.25618 a.u.
Frontier orbital gap (spin up / spin down): 7.28 / 8.33 eV
Total charge: 0
<S²>: 2.025

Each line ends with the Mulliken charge.
Geometry (Å):
C  -0.397  -0.651  1.654  0.24
C  -0.501  2.209  -0.313  -0.14
C  -1.265  -0.866  0.643  -1.48
C  -0.808  1.059  -0.896  -0.95
C  0.642  -0.129  0.811  -1.61
C  0.438  2.279  0.806  -0.62
C  -0.293  -0.262  -0.397  2.31
C  0.687  -2.268  -1.228  -0.70
O  0.087  -1.021  -1.509  -0.47
Br  2.174  2.933  0.436  -0.12
H  -0.453  -0.782  2.720  0.52
H  -0.933  3.138  -0.671  0.39
H  -2.249  -1.277  0.547  0.47
H  -1.475  1.012  -1.743  0.41
H  1.711  -0.191  0.872  0.50
H  0.100  2.584  1.786  0.40
H  -0.019  -2.951  -0.744  0.29
H  1.562  -2.149  -0.583  0.26
H  0.995  -2.668  -2.192  0.30



> The highest M belongs to which entry?

C30H22AgF5N6O2Se2Te